[1]
This record from OMol25 describes C10H40ClCrN18O10 as an isolated structure at a distorted geometry. The level of theory is ωB97M-V/def2-TZVPD.

The geometry in XYZ format:
```
80
Properties=species:S:1:pos:R:3:forces:R:3
Cr 0.32207 0.94366 -1.15315 0.1649 -0.1646 0.3780
Cl -0.58428 -0.65494 0.68039 0.0820 -0.0487 -0.2533
C -2.87454 -2.16522 3.74963 0.2335 0.0683 0.4495
O -1.46805 -1.89233 3.43826 -1.9765 -0.7696 1.4996
H -3.08003 -2.50583 4.76445 1.3516 -0.2672 0.4161
H -3.54343 -1.30617 3.80172 0.2381 0.5057 -0.9952
H -3.35608 -2.96801 3.19128 0.2954 0.2145 -0.7380
H -1.38207 -1.46036 2.58526 -0.1465 0.2097 -0.6903
C 1.36055 2.98242 1.24256 0.1672 2.4464 1.5927
O 1.12585 2.26494 0.31934 -1.6965 -2.6372 -2.3852
N 0.56183 3.55663 2.13485 -2.8725 -1.0428 0.4459
N 2.58209 3.43153 1.40736 4.2432 1.7117 -0.2916
H -0.35158 3.12775 2.17776 -0.5804 0.2824 0.3442
H 0.76360 4.32674 2.75639 0.3187 -0.4909 -0.3578
H 3.03821 3.63870 0.53036 0.4042 -0.4714 0.1029
H 2.69226 4.20023 2.05316 0.1576 -0.2457 0.0169
C -2.74991 -4.95795 -0.36491 -3.8589 -5.1661 -1.2804
O -3.19931 -5.77805 -1.17715 -0.0413 0.5713 -0.3294
N -3.15118 -4.90283 0.86965 -1.3720 0.4141 4.1557
N -1.80296 -4.16825 -0.57702 5.5323 4.3224 -2.9491
H -2.64898 -4.21493 1.41250 -0.7870 -0.3459 0.6361
H -3.96157 -5.38747 1.22812 0.3999 0.1114 -0.2380
H -1.39296 -3.54511 0.10393 -0.1008 0.0866 -0.3935
H -1.50474 -4.11940 -1.54075 0.3454 0.2014 0.4049
C 3.49768 0.11351 -1.97767 0.1352 1.7068 -0.5390
O 2.38590 0.44162 -1.62925 -1.8339 0.6217 0.9746
N 4.50460 0.95022 -2.21700 0.8019 2.7816 0.4076
N 3.85549 -1.05567 -2.34971 1.0592 -5.5514 -0.8705
H 5.39197 0.60289 -2.55169 -0.3137 0.5704 0.1394
H 4.31685 1.93524 -2.09626 0.4546 -0.2656 -0.0284
H 4.85013 -1.23080 -2.36080 -0.3055 -0.2582 -0.1062
H 3.30306 -1.88482 -2.18406 -0.3203 0.1282 0.4352
C -0.76257 -1.11913 -3.47794 -1.0743 3.8984 1.4120
O -0.49446 -0.04694 -2.83653 -0.1884 -1.7813 -1.2332
N -1.71425 -1.17954 -4.40214 -1.2394 1.5086 -1.0645
N -0.29594 -2.29898 -3.32009 2.7863 -2.8531 1.5331
H -2.14824 -0.30636 -4.66541 -0.4717 -0.7554 -0.0958
H -2.02421 -2.12017 -4.60020 -0.7572 0.9066 -0.6940
H 0.59345 -2.38288 -2.84887 -0.0469 -0.7238 0.4032
H -0.66652 -2.99783 -3.94809 0.9917 -0.2652 0.4169
C -2.53746 2.58475 -1.28221 1.2387 0.0248 -0.0873
O -1.42898 2.21842 -1.00853 2.2083 -0.9949 1.2415
N -3.33173 3.27584 -0.54443 -2.3442 3.1619 4.4618
N -3.08547 2.41613 -2.42792 -1.8391 -1.3522 -5.7617
H -3.03227 3.53528 0.38461 0.1780 -0.2595 0.1049
H -3.99610 3.91131 -0.96264 0.1079 -0.3331 0.1682
H -3.99920 2.80662 -2.60876 0.2707 -0.4354 -0.1794
H -2.57668 2.01004 -3.20015 -0.1369 0.0070 0.4686
C 4.28625 -0.90057 2.18964 4.0325 2.4664 -2.2519
O 4.95896 -0.87533 1.14827 -0.3436 -0.8709 -0.2253
N 3.01265 -0.66169 2.19598 -2.5048 -0.5573 -0.3129
N 4.89845 -0.70950 3.35384 0.4753 -0.7457 2.0255
H 2.54233 -0.90575 3.05582 -0.9637 0.1668 -0.7738
H 2.71491 -0.74574 1.23453 -1.4631 -0.1972 0.3833
H 4.34358 -0.99643 4.14750 0.9846 0.3173 0.5011
H 5.90373 -0.61888 3.31777 -0.3060 -0.4791 0.4688
C 2.01879 -3.77184 0.02094 -2.4055 4.9173 -1.6298
O 1.96218 -3.14845 -1.03771 0.3284 0.2391 -1.4293
N 2.68848 -4.77370 0.30700 4.7466 -6.8375 0.3371
N 1.38520 -3.35985 1.09245 -2.0060 1.4038 1.3652
H 2.42981 -5.22483 1.17283 0.9759 -0.5006 -0.5232
H 3.41146 -5.11585 -0.30972 -0.3191 -0.3015 0.2722
H 0.76059 -2.59635 0.87557 -0.6045 0.2152 1.0250
H 1.40272 -3.99022 1.88138 -0.7878 1.0490 0.2260
C -2.74534 2.45125 3.31149 0.8585 -1.3138 -0.8091
O -2.07057 2.63103 2.30311 0.0014 1.1088 -0.5443
N -2.62204 1.31902 4.00673 0.1395 -0.6929 0.4784
N -3.65719 3.25957 3.80262 -1.5980 2.2424 0.3176
H -2.07732 0.63951 3.49521 -0.2425 -0.5846 0.4871
H -3.42764 1.11282 4.57996 0.5964 -0.8551 -0.0013
H -3.80512 4.14810 3.34574 -0.1528 -0.2423 0.2873
H -4.25261 2.96368 4.56290 0.1472 0.4367 -0.2278
C 0.21571 3.40013 -3.29804 1.6125 -3.3869 1.2843
O 0.69001 2.39465 -2.75499 -0.2171 0.7375 -1.0707
N -0.64954 3.48841 -4.27543 -3.9261 -1.7991 -3.4298
N 0.58465 4.60032 -3.06691 1.7880 6.1475 1.9237
H -1.07972 4.37063 -4.51359 0.2684 -0.3351 -0.0470
H -1.16392 2.70843 -4.65901 0.4914 -0.1127 0.3558
H -0.01376 5.30598 -3.47195 0.7429 0.2482 0.2952
H 1.35436 4.97699 -2.53235 -0.2119 -0.8661 0.1950
```
Positions in Å, forces in eV/Å.

## Properties
2S+1: 5
HOMO energy (spin up / spin down): -0.3415 / -0.3949 Ha
HOMO-LUMO gap (spin up / spin down): 7.15 / 8.60 eV
<S²>: 6.004
charge: +1
LUMO energy (spin up / spin down): -2.143 / -2.150 eV

***

[2]
This record from OMol25 describes an isolated ion of composition C3H2NOS and charge -1 at a distorted geometry. The level of theory is ωB97M-V/def2-TZVPD.

The geometry in XYZ format:
```
8
Properties=species:S:1:pos:R:3:forces:R:3
O 1.71382 0.09541 -0.03573 -0.0457 -0.3204 -0.4661
C 0.98657 0.51720 0.87370 0.5149 0.4522 0.8070
N -0.32110 0.55121 0.96886 -0.5591 0.1931 0.5012
C -1.01628 -0.02039 -0.08136 0.0628 0.3490 0.3082
C -0.54404 -0.65296 -1.12608 0.1262 -0.4130 -0.5113
S -0.18756 -1.54964 -2.38239 -0.0846 0.0305 -0.0825
H 1.46397 0.95873 1.78743 -0.0186 -0.0914 -0.2956
H -2.09538 0.10044 -0.00442 0.0040 -0.2000 -0.2609
```
Positions in Å, forces in eV/Å.

## Properties
SMILES: [O-]/C=N\C=C=S
2S+1: 1
HOMO energy: -0.1017 Ha
HOMO-LUMO gap: 6.33 eV
charge: -1
LUMO energy: 3.564 eV

***

[3]
This record from OMol25 describes a 8-piece molecular cluster, C28H74O23P4 overall at a distorted geometry. The level of theory is ωB97M-V/def2-TZVPD.

The geometry in XYZ format:
```
129
Properties=species:S:1:pos:R:3:forces:R:3
C -0.45475 -0.14840 -4.49219 1.0864 -0.6025 -1.6962
O -1.78421 0.16538 -4.80347 -2.5624 1.9862 0.5250
P -2.34839 1.70152 -4.75626 0.8698 -1.6034 -0.6512
O -1.43852 2.65212 -5.45316 -1.4679 -0.7004 0.7321
O -3.87701 1.49698 -5.31542 2.8392 -0.2796 4.2139
C -4.07588 1.47353 -6.64001 -1.0555 0.5439 -3.8435
O -2.56610 1.96980 -3.19671 0.2126 -0.9373 -1.4767
C -2.65761 3.29910 -2.75389 -0.3489 0.6292 1.3548
H 0.18532 0.72803 -4.59361 0.1341 0.0162 0.7566
H -0.16546 -0.76159 -5.34566 0.4062 -0.2438 0.0990
H -0.34289 -0.79954 -3.62524 -0.1722 0.6266 0.3898
H -4.78422 0.71566 -6.97468 -0.4101 -0.0567 0.6157
H -3.23061 1.25155 -7.29142 0.5770 0.3229 0.3855
H -4.47362 2.46117 -6.87340 -0.0547 -0.0662 -0.7804
H -3.58995 3.34149 -2.19082 -0.2118 0.4669 -0.2584
H -2.59134 4.05696 -3.53451 -0.0579 -0.1909 -0.0353
H -1.88668 3.46507 -2.00143 0.2609 0.0781 -0.2159
C 5.76598 1.11453 0.92829 -0.8684 -1.4963 -0.2127
O 4.85185 1.33246 2.00909 1.1476 1.3850 1.3596
P 5.31323 1.93092 3.45649 -0.4766 -0.4356 0.0531
O 6.76291 2.00377 3.80909 -2.0363 0.3993 -1.0624
O 4.53764 0.87703 4.39760 -0.5042 1.6459 -0.4043
C 5.13837 -0.28782 4.90230 0.3206 -0.6145 0.1749
O 4.43201 3.30235 3.54308 1.0021 -1.3903 -0.3665
C 3.07211 3.43565 3.08754 -1.0845 -0.4199 0.5052
H 5.84614 0.02769 0.94929 0.5224 -0.1231 -0.4709
H 6.77196 1.53275 0.96269 -0.3579 0.4757 0.3870
H 5.19355 1.35652 0.03282 0.4111 0.3267 -0.1008
H 6.14003 -0.43059 4.49684 0.0210 -0.0134 0.0730
H 4.50897 -1.14009 4.64618 0.0009 0.0099 -0.1362
H 5.18704 -0.24396 5.99033 0.0997 0.1689 -0.0199
H 2.84853 4.42802 2.69597 0.6893 0.1275 0.2252
H 2.41233 3.24622 3.93424 0.0966 0.2745 0.2887
H 2.67154 2.73669 2.35332 0.9820 -0.3422 -0.2866
C -7.40148 -2.50142 -0.26940 1.1431 -1.0237 -0.3670
O -7.03719 -1.11969 -0.11148 1.7221 0.7564 0.5330
P -5.56855 -0.68800 0.57026 -1.0173 -0.4863 -0.8935
O -5.31588 -1.28809 1.88366 0.0301 0.2629 -0.4591
O -5.62692 0.93435 0.64476 -0.1964 -1.7590 -0.5616
C -5.65547 1.65629 -0.57517 -0.0090 0.9615 -1.0600
O -4.44065 -1.02437 -0.57961 -2.6254 0.4227 1.4637
C -3.17982 -0.45809 -0.34248 2.5045 -0.0451 -0.3903
H -7.59714 -2.78265 -1.30416 -0.0571 0.7667 -0.2743
H -8.26241 -2.87233 0.28678 0.0466 0.8373 0.4820
H -6.54293 -3.12618 -0.02314 -0.0471 -0.0978 0.3697
H -5.59363 2.71789 -0.33579 -0.1833 -0.0799 0.2076
H -6.53324 1.48443 -1.19813 -0.4002 -0.1467 0.4955
H -4.83713 1.46262 -1.26865 0.4590 -0.4160 0.4073
H -3.01508 0.25723 0.46330 -0.9704 0.3282 0.1168
H -2.82936 -0.01431 -1.27433 -0.0730 0.1419 0.0285
H -2.43261 -1.20700 -0.07998 -0.2273 -0.4602 -0.1876
C 0.17590 0.12428 2.91586 -0.6047 -0.1923 1.1483
O 0.79451 1.04265 2.02962 0.2832 0.5662 -2.6021
P 0.97740 0.70817 0.45168 -0.3919 -0.0424 0.3011
O -0.09388 -0.14490 -0.15021 1.2838 1.0274 0.6090
O 1.22983 2.14520 -0.30888 0.2292 -2.0299 3.4034
C 1.15122 2.18610 -1.69533 -1.2476 0.2751 -1.6508
O 2.44490 0.05565 0.46121 -0.3363 1.4376 -1.2851
C 2.64769 -1.18778 1.03550 0.1006 -2.1633 1.1612
H -0.52651 0.72300 3.49573 -0.0188 -0.1325 0.1050
H 0.92031 -0.30903 3.58384 0.1036 0.1066 -0.0881
H -0.37904 -0.71182 2.49033 0.2042 0.3114 -0.6225
H 2.00724 2.68444 -2.15029 0.1361 -0.3785 0.2407
H 0.26614 2.77368 -1.93921 -0.0112 0.2570 -0.1531
H 0.92307 1.21270 -2.12953 0.5138 -0.0807 -0.0838
H 3.23991 -1.87048 0.42615 0.0001 0.3607 -0.6133
H 1.73151 -1.73418 1.25946 -0.2160 0.1632 -0.1119
H 3.19219 -1.16442 1.97947 0.0021 0.7042 0.1533
C -0.48885 -4.58449 -0.21793 -0.6736 0.7832 0.7184
C 0.61245 -3.71774 -0.76778 1.1652 1.4016 0.1730
C 0.60141 -4.00014 -2.24664 -0.7825 -1.2177 0.6822
O 0.24845 -5.41780 -2.24752 0.5621 0.4132 -2.1521
C -0.41901 -5.79589 -1.08870 0.1646 0.3591 0.8033
H -1.46062 -4.10606 -0.33983 -0.0238 0.3049 -0.1321
H -0.48536 -4.92842 0.81638 0.5168 0.4870 0.2032
H 1.61174 -3.96390 -0.40870 -0.0217 -0.4204 0.3372
H 0.55763 -2.63592 -0.64627 -0.5363 0.0730 0.4849
H 1.56270 -3.80242 -2.72092 -0.0478 -0.4550 -0.1290
H -0.16118 -3.41686 -2.76271 -0.1886 -0.0329 -0.1518
H 0.21574 -6.50452 -0.55668 -0.3937 -0.7240 -0.2406
H -1.46642 -6.07383 -1.20616 0.2318 -0.9304 -0.6312
C 4.19523 2.18289 -4.27098 -0.2483 0.2471 1.0006
O 3.25029 1.19533 -3.85799 0.1680 -0.3967 -0.3120
C 3.70217 0.21641 -2.89717 -0.7158 0.1023 -1.1295
C 2.84040 -1.06556 -2.95614 1.1232 -0.1006 -0.6012
O 2.76602 -1.70772 -4.25691 -1.1545 0.8841 1.1037
C 3.95390 -1.76254 -4.98171 0.4353 -0.0654 -0.5306
H 3.71371 2.95884 -4.86608 -0.3629 -0.5297 -0.3368
H 5.07050 1.80258 -4.79764 -0.0638 -0.3390 -0.0738
H 4.53467 2.75468 -3.40731 0.3642 -0.1117 0.3629
H 3.61227 0.63844 -1.89621 0.2537 -0.0742 0.2253
H 4.72109 -0.10034 -3.11978 0.2717 0.3479 0.1192
H 1.86388 -0.92879 -2.49159 -0.3359 0.0505 -0.7360
H 3.34391 -1.77182 -2.29600 0.2683 -0.1310 0.3276
H 4.34398 -0.78363 -5.26040 0.0478 0.2408 0.2486
H 3.76459 -2.25750 -5.93422 -0.3161 -0.1562 0.1323
H 4.72729 -2.34395 -4.47978 0.2038 -0.0130 0.2661
C -0.31012 5.02609 2.75894 -0.3194 0.4290 0.7524
O -1.08175 5.46746 1.65173 1.2534 0.6211 1.2984
C -1.52601 4.44663 0.85529 -0.8757 -0.6141 -0.7389
C -2.76881 3.71719 1.40375 -0.5239 -1.2142 1.1999
O -2.52098 2.86699 2.58887 1.7492 1.0776 -1.0298
C -3.64222 2.19194 3.09815 0.0121 0.3930 -0.9965
H 0.13429 5.88751 3.25749 0.0101 0.2111 -0.3293
H 0.49616 4.34581 2.48464 -0.1129 -0.1935 -0.2547
H -0.96364 4.57177 3.50366 0.0909 -0.3762 -0.0513
H -0.75680 3.74556 0.53139 0.3976 -0.4415 0.6292
H -1.68675 4.99281 -0.07420 -1.1144 -0.3592 -0.3134
H -3.22438 3.03876 0.68243 0.1684 0.0117 -0.6070
H -3.56737 4.39299 1.70986 0.1066 0.5594 -0.1395
H -4.10157 1.62984 2.28504 -0.3140 -0.2282 0.1615
H -4.34939 2.93846 3.45971 -0.3330 -0.2061 0.3963
H -3.29618 1.50081 3.86672 -0.1183 0.2233 0.0775
C -2.35360 -1.74385 4.14664 1.3721 -0.5608 -0.4938
O -0.99889 -2.31353 4.20282 -0.6509 1.0179 1.2523
C -0.76093 -3.38270 3.33960 0.5975 -0.9547 0.2709
C 0.58663 -4.13411 3.69330 -0.8390 1.6910 -0.2923
O 1.69784 -3.30133 3.32165 0.0180 -0.2501 0.6175
C 2.88120 -3.64926 4.02974 0.1725 -0.3008 -0.3373
H -2.51488 -1.44668 3.11041 -0.4642 0.0795 -0.0197
H -2.40464 -0.87009 4.79629 0.3984 -0.0808 -0.0521
H -3.12710 -2.43469 4.48211 0.1244 -0.3105 -0.1617
H -0.76872 -3.02548 2.30983 0.1650 -0.1412 -0.3551
H -1.57019 -4.10029 3.47476 -0.1246 -0.3974 -0.2700
H 0.67163 -5.10042 3.19620 -0.2064 -0.0545 -0.2743
H 0.56970 -4.32185 4.76688 0.1207 0.1197 0.2014
H 2.86773 -3.40967 5.09299 -0.4261 0.1161 0.1459
H 3.75434 -3.14848 3.61147 -0.2770 0.2904 -0.2917
H 3.09824 -4.71281 3.93042 -0.1075 -0.2742 0.0306
```
Positions in Å, forces in eV/Å.

## Properties
SMILES: COP(=O)(OC)OC.COP(=O)(OC)OC.COP(=O)(OC)OC.COP(=O)(OC)OC.C1CCOC1.COCCOC.COCCOC.COCCOC
2S+1: 1
HOMO energy: -0.3500 Ha
HOMO-LUMO gap: 9.99 eV
charge: 0
LUMO energy: 0.465 eV

***

Record-wise E values, in eV: -99261.986 -17515.944 -114486.362